The following is a DFT calculation (ωB97M-V/def2-TZVPD) of one molecule with the formula C2H4FNO in a non-equilibrium geometry.

Summary:
Kohn-Sham gap = 9.210 eV
highest occupied orbital energy = -0.3428 Ha
E_tot = -308.31154 hartree
M = 77.06 g mol⁻¹

```
9
C2H4FNO (ωB97M-V/def2-TZVPD)
C -0.066 0.039 -0.767
C -0.135 0.631 0.745
N 0.079 -1.574 -0.729
O 0.400 -1.991 0.345
F 1.137 0.893 1.413
H -0.742 0.112 -1.728
H 0.838 0.405 -1.134
H -0.715 1.672 0.821
H -0.794 -0.188 1.033
```

---

The following is a DFT calculation (ωB97M-V/def2-TZVPD) of a 2-piece molecular cluster, C2H4FNO overall in a non-equilibrium geometry.

Summary:
Kohn-Sham gap (spin up / spin down) = 8.462 / 8.477 eV
highest occupied orbital energy (spin up / spin down) = -0.3575 / -0.3542 Ha
E_tot = -308.17664 hartree
M = 77.06 g mol⁻¹

```
9
C2H4FNO (ωB97M-V/def2-TZVPD)
C -0.688 0.257 -0.189
C -0.539 -0.476 1.026
N 0.700 0.747 -0.151
O 1.754 0.261 -0.371
F 1.578 -0.277 -2.008
H -0.805 -0.215 -1.238
H -1.382 1.149 -0.136
H -0.477 0.171 1.949
H -0.141 -1.617 1.117
```

---

The following is a DFT calculation (ωB97M-V/def2-TZVPD) of a 2-piece molecular cluster, C2H4FNO2 overall in a non-equilibrium geometry.

Summary:
Kohn-Sham gap = 8.791 eV
highest occupied orbital energy = -0.3123 Ha
E_tot = -383.62831 hartree
M = 93.06 g mol⁻¹

```
10
C2H4FNO2 (ωB97M-V/def2-TZVPD)
C 1.568 -0.294 -1.031
C 0.222 -0.041 0.831
N -1.143 0.047 -0.058
O 2.633 -0.425 -0.577
O 0.691 -0.060 -1.772
F 0.444 1.259 1.491
H -0.164 -0.545 1.746
H -2.025 0.431 0.388
H -0.947 0.571 -0.853
H -1.279 -0.944 -0.165
```

---

The following is a DFT calculation (ωB97M-V/def2-TZVPD) of one molecule with the formula C2H4FNO2 in a non-equilibrium geometry.

Summary:
Kohn-Sham gap = 10.903 eV
highest occupied orbital energy = -0.3753 Ha
E_tot = -383.65796 hartree
M = 93.06 g mol⁻¹

```
10
C2H4FNO2 (ωB97M-V/def2-TZVPD)
C -0.318 1.016 -0.066
C 1.158 0.827 -0.051
N -1.244 -0.529 -0.125
O -0.865 2.021 -0.067
O 1.569 0.215 1.191
F 1.582 0.047 -1.138
H 1.680 1.698 -0.190
H -0.692 -1.126 -0.837
H -2.107 -0.198 -0.532
H 0.999 -0.460 1.436
```

---

The following is a DFT calculation (ωB97M-V/def2-TZVPD) of one molecule with the formula C2H4FNS in a non-equilibrium geometry.

Summary:
Kohn-Sham gap = 9.311 eV
highest occupied orbital energy = -0.3213 Ha
E_tot = -631.35548 hartree
M = 93.13 g mol⁻¹

```
9
C2H4FNS (ωB97M-V/def2-TZVPD)
C 0.080 -0.496 -0.317
C 0.611 0.990 -0.207
H -1.425 -1.749 0.308
H -1.017 -0.214 1.361
H 1.561 0.941 0.459
H 0.941 1.282 -1.379
N -0.801 -0.815 0.662
F -0.456 1.683 0.442
S 0.505 -1.622 -1.329
```

---

The following is a DFT calculation (ωB97M-V/def2-TZVPD) of one molecule with the formula C2H4FPS in a non-equilibrium geometry.

Summary:
Kohn-Sham gap = 8.676 eV
highest occupied orbital energy = -0.3220 Ha
E_tot = -917.94123 hartree
M = 110.09 g mol⁻¹

```
9
C2H4FPS (ωB97M-V/def2-TZVPD)
C 0.046 0.115 -0.015
C -1.455 -0.268 -0.176
F 2.687 0.529 -0.643
P 0.709 -0.138 1.447
S 2.691 0.473 1.007
H 0.601 0.163 -0.997
H -1.362 -1.076 -0.935
H -2.010 0.663 -0.550
H -1.908 -0.461 0.863
```

---

The following is a DFT calculation (ωB97M-V/def2-TZVPD) of C2H4FPS as an isolated structure in a non-equilibrium geometry.

Summary:
Kohn-Sham gap (spin up / spin down) = 6.275 / 6.274 eV
highest occupied orbital energy (spin up / spin down) = -0.3021 / -0.3021 Ha
E_tot = -917.80135 hartree
M = 110.09 g mol⁻¹

```
9
C2H4FPS (ωB97M-V/def2-TZVPD)
C 2.049 3.020 0.680
C -2.075 -0.031 1.031
F 2.693 3.736 1.537
P 2.016 2.431 -0.819
S -0.914 1.195 0.279
H -1.436 -0.742 1.555
H -2.545 -0.569 0.195
H -2.873 0.416 1.700
H 0.701 1.306 -0.485
```

---

The following is a DFT calculation (ωB97M-V/def2-TZVPD) of C2H4I2O as an isolated structure in a non-equilibrium geometry.

Summary:
Kohn-Sham gap (spin up / spin down) = 7.067 / 7.068 eV
highest occupied orbital energy (spin up / spin down) = -0.3184 / -0.3184 Ha
E_tot = -749.05388 hartree
M = 297.86 g mol⁻¹

```
9
C2H4I2O (ωB97M-V/def2-TZVPD)
C 0.287 1.314 0.069
C -0.130 -1.626 -0.078
O 1.176 0.427 -0.219
I -0.873 -1.700 -2.004
I -1.310 -1.097 1.543
H 0.893 2.305 -0.131
H -0.079 1.360 1.109
H -0.611 1.262 -0.487
H 0.648 -2.245 0.199
```

---

The following is a DFT calculation (ωB97M-V/def2-TZVPD) of an isolated ion of composition C2H4I2O2P and charge -1 in a non-equilibrium geometry.

Summary:
Kohn-Sham gap = 7.959 eV
charge = -1
highest occupied orbital energy = -0.1982 Ha
E_tot = -1165.95389 hartree
M = 344.83 g mol⁻¹

```
11
C2H4I2O2P (ωB97M-V/def2-TZVPD)
C 0.057 -0.020 -1.640
C 0.429 -0.091 -0.049
O -0.855 -1.281 2.393
O 0.662 0.742 2.540
P -0.432 0.034 1.863
I 1.440 -0.990 -2.967
I -2.395 1.435 1.514
H -0.963 -0.452 -1.731
H 0.008 0.933 -2.203
H 0.847 -1.027 0.078
H 1.202 0.718 0.202
```

---

The following is a DFT calculation (ωB97M-V/def2-TZVPD) of a 2-piece molecular cluster, C2H4IN overall in a non-equilibrium geometry.

Summary:
Kohn-Sham gap (spin up / spin down) = 9.304 / 8.258 eV
highest occupied orbital energy (spin up / spin down) = -0.3516 / -0.3081 Ha
E_tot = -430.89143 hartree
M = 168.97 g mol⁻¹

```
8
C2H4IN (ωB97M-V/def2-TZVPD)
C 0.988 1.295 0.180
C -0.871 -1.423 0.109
N 1.276 0.200 -0.280
I -2.252 0.105 -0.008
H 1.471 2.161 -0.234
H 0.137 1.279 0.885
H -0.493 -1.690 -0.862
H -0.470 -1.440 1.085
```

---

The following is a DFT calculation (ωB97M-V/def2-TZVPD) of one molecule with the formula C2H4IN3 in a non-equilibrium geometry.

Summary:
Kohn-Sham gap = 8.525 eV
highest occupied orbital energy = -0.3358 Ha
E_tot = -540.44222 hartree
M = 196.98 g mol⁻¹

```
10
C2H4IN3 (ωB97M-V/def2-TZVPD)
C 0.297 -0.296 1.008
C 0.301 0.503 -0.509
N 1.278 0.049 1.671
N -1.759 0.086 -1.455
N -0.937 0.879 -0.867
I 1.061 -1.403 -1.634
H -0.463 -1.100 1.202
H 1.171 1.262 -0.510
H 1.760 -0.499 2.524
H -2.708 0.519 -1.430
```

---

The following is a DFT calculation (ωB97M-V/def2-TZVPD) of a 2-piece molecular cluster, C2H4IN3O overall in a non-equilibrium geometry.

Summary:
Kohn-Sham gap (spin up / spin down) = 8.059 / 8.070 eV
highest occupied orbital energy (spin up / spin down) = -0.3404 / -0.3405 Ha
E_tot = -615.58082 hartree
M = 212.98 g mol⁻¹

```
11
C2H4IN3O (ωB97M-V/def2-TZVPD)
C 0.792 1.519 -0.034
C 0.822 -1.345 0.194
N 1.555 2.227 -0.495
N -1.563 0.905 -0.748
N -0.055 0.754 0.570
O 0.014 -0.508 0.941
I -2.859 -0.492 -0.174
H 1.861 -1.057 0.121
H 0.396 -1.422 -0.792
H 0.731 -2.409 0.707
H -1.693 1.830 -0.293
```

---

The following is a DFT calculation (ωB97M-V/def2-TZVPD) of a 2-piece molecular cluster, C2H4INO3 overall in a non-equilibrium geometry.

Summary:
Kohn-Sham gap = 9.704 eV
highest occupied orbital energy = -0.3546 Ha
E_tot = -656.59594 hartree
M = 216.96 g mol⁻¹

```
11
C2H4INO3 (ωB97M-V/def2-TZVPD)
C 0.206 0.776 -0.618
C -1.417 -0.536 0.689
N 1.169 0.293 -0.018
O 1.635 -0.861 -0.644
O 1.581 0.642 1.063
O -0.967 -1.543 0.296
I -3.346 0.204 -0.022
H -0.022 1.859 -0.369
H -0.015 0.502 -1.644
H -1.020 0.137 1.284
H 2.196 -1.474 -0.015
```

---

The following is a DFT calculation (ωB97M-V/def2-TZVPD) of one molecule with the formula C2H4INS2 in a non-equilibrium geometry.

Summary:
Kohn-Sham gap = 8.267 eV
highest occupied orbital energy = -0.3239 Ha
E_tot = -1227.34716 hartree
M = 233.10 g mol⁻¹

```
10
C2H4INS2 (ωB97M-V/def2-TZVPD)
C -0.854 0.050 1.510
C 1.202 -0.440 -1.240
N -0.747 0.717 -0.086
S -0.202 -1.319 1.954
S -0.659 -0.573 -1.225
I -1.802 1.495 2.792
H 1.277 0.599 -1.182
H 1.797 -0.881 -1.990
H 1.549 -0.900 -0.280
H -1.561 1.251 -0.253
```

---

The following is a DFT calculation (ωB97M-V/def2-TZVPD) of C2H4IPS as an isolated structure in a non-equilibrium geometry.

Summary:
Kohn-Sham gap (spin up / spin down) = 6.864 / 7.279 eV
highest occupied orbital energy (spin up / spin down) = -0.3250 / -0.3292 Ha
E_tot = -1115.69907 hartree
M = 218.00 g mol⁻¹

```
9
C2H4IPS (ωB97M-V/def2-TZVPD)
C -1.314 -0.392 -0.031
C 1.245 0.768 -0.138
P -0.750 1.125 -0.016
S 1.766 -0.923 -0.506
I -4.136 -0.053 -0.078
H -1.540 -1.348 0.265
H 1.412 1.254 -0.985
H 1.714 1.084 0.805
H 1.603 -1.516 0.683
```

---

The following is a DFT calculation (ωB97M-V/def2-TZVPD) of C2H4N as an isolated structure in a non-equilibrium geometry.

Summary:
Kohn-Sham gap = 12.523 eV
charge = +1
highest occupied orbital energy = -0.6513 Ha
E_tot = -132.99010 hartree
M = 42.06 g mol⁻¹

```
7
C2H4N (ωB97M-V/def2-TZVPD)
C 1.576 0.170 0.078
C -0.886 -0.205 0.043
N 0.453 -0.044 0.097
H 2.615 0.391 0.075
H -1.235 0.988 -0.650
H -1.167 -0.992 -0.657
H -1.355 -0.309 1.015
```

---

The following is a DFT calculation (ωB97M-V/def2-TZVPD) of a 4-piece molecular cluster, C2H4N2 overall in a non-equilibrium geometry.

Summary:
Kohn-Sham gap = 13.056 eV
highest occupied orbital energy = -0.4356 Ha
E_tot = -188.00803 hartree
M = 56.07 g mol⁻¹

```
8
C2H4N2 (ωB97M-V/def2-TZVPD)
C 1.981 0.144 -0.717
C -1.628 -1.651 -1.322
N 1.520 -0.644 -0.025
N -0.538 -1.631 -1.656
H 2.749 0.740 -1.191
H -1.150 2.443 3.050
H -2.595 -2.017 -0.997
H -0.340 2.617 2.858
```

---

The following is a DFT calculation (ωB97M-V/def2-TZVPD) of one molecule with the formula C2H4N2 in a non-equilibrium geometry.

Summary:
Kohn-Sham gap = 11.187 eV
highest occupied orbital energy = -0.3806 Ha
E_tot = -188.09776 hartree
M = 56.07 g mol⁻¹

```
8
C2H4N2 (ωB97M-V/def2-TZVPD)
N -1.106 -0.451 0.123
C -0.078 0.550 -0.016
C 1.337 0.028 -0.084
N 2.379 -0.471 -0.149
H -1.314 -0.972 -0.717
H -0.841 -1.064 0.884
H -0.222 1.175 0.865
H -0.216 1.178 -0.906
```

---

The following is a DFT calculation (ωB97M-V/def2-TZVPD) of one molecule with the formula C2H4N2 in a non-equilibrium geometry.

Summary:
Kohn-Sham gap = 10.521 eV
highest occupied orbital energy = -0.3521 Ha
E_tot = -188.05413 hartree
M = 56.07 g mol⁻¹

```
8
C2H4N2 (ωB97M-V/def2-TZVPD)
C 0.997 0.297 0.307
C -1.031 -0.789 -0.013
N -1.719 -0.418 -0.948
N 0.279 -0.685 0.091
H 2.079 0.311 0.210
H 0.614 1.313 0.459
H -1.457 -1.372 0.719
H -1.332 0.215 -1.684
```

---

The following is a DFT calculation (ωB97M-V/def2-TZVPD) of C2H4N2 as an isolated structure in a non-equilibrium geometry.

Summary:
Kohn-Sham gap = 9.548 eV
highest occupied orbital energy = -0.3228 Ha
E_tot = -187.96796 hartree
M = 56.07 g mol⁻¹

```
8
C2H4N2 (ωB97M-V/def2-TZVPD)
C -1.546 -0.338 -0.033
C -0.377 0.287 0.100
N 2.087 0.297 -0.061
N 1.297 -0.608 0.183
H -2.443 0.259 -0.178
H -1.746 -1.439 -0.051
H -0.417 1.390 -0.037
H 3.146 0.152 0.076
```